Model 1:
DFT (ωB97M-V with the def2-TZVPD basis set) results for a 2-piece molecular cluster, C6H16N2 overall.

Geometry as XYZ:
```
24
Properties=species:S:1:pos:R:3:nbo_charge:R:1
N 0.8780 2.4845 0.6547 -0.550
C 1.2367 1.2319 0.0347 -0.085
C 1.9692 1.5272 -1.2730 -0.618
C -0.1140 0.4302 -0.1975 -0.087
N 0.2080 -1.0003 -0.5377 -0.210
C -0.7176 -1.7383 0.2736 -0.303
C -2.1964 -1.4946 0.6246 -0.636
C -1.1860 1.1544 -1.0135 -0.633
H -0.4656 0.4674 0.8258 0.188
H 1.0032 2.4643 1.6403 0.320
H 1.8641 0.6249 0.6548 0.186
H 2.7744 2.1942 -1.2199 0.218
H 2.4411 0.6176 -1.6822 0.220
H 1.2350 2.0655 -1.8595 0.211
H 2.1410 -3.1626 1.1676 0.011
H 1.8431 -2.9775 1.8215 -0.012
H -0.3199 -1.7293 1.3544 0.225
H -0.6907 -2.8049 -0.0550 0.211
H -2.3905 -0.9772 1.5102 0.209
H -2.5591 -2.4773 1.0552 0.223
H -2.8638 -1.0769 -0.0643 0.215
H -1.0243 0.9799 -2.1415 0.218
H -2.2234 1.0114 -0.7374 0.225
H -0.8426 2.1855 -0.8361 0.254
```

Results
* gap between HOMO and LUMO: 5.0 eV


Model 2:
DFT (ωB97M-V with the def2-TZVPD basis set) results for one molecule with the formula C6H16N2.

Geometry as XYZ:
```
24
Properties=species:S:1:pos:R:3:nbo_charge:R:1
C 0.0775 -0.4958 -0.0384 0.107
C -0.6021 0.7107 -0.6368 -0.202
C 1.6571 -0.3417 -0.6432 -0.215
C 0.0874 -0.4987 1.4912 -0.643
C -2.2685 0.5294 -0.5361 -0.618
C -0.2566 2.0520 -0.0095 -0.621
N -0.4323 -1.7268 -0.5809 -0.854
N 2.7040 -1.0425 0.0545 -0.829
H -0.4031 0.7325 -1.7103 0.211
H 0.0910 -2.5315 -0.2563 0.355
H -1.4130 -1.8882 -0.3937 0.363
H 2.8434 -0.6599 0.9825 0.352
H 2.5024 -2.0326 0.1343 0.347
H 1.6027 -0.7518 -1.6530 0.198
H 1.9863 0.6914 -0.7541 0.188
H 0.4812 -1.4450 1.8650 0.207
H -0.9240 -0.3900 1.8792 0.211
H 0.7052 0.3046 1.8841 0.206
H -2.7222 1.3941 -1.0167 0.210
H -2.6145 -0.3681 -1.0413 0.203
H -2.5839 0.5085 0.5057 0.196
H 0.7749 2.1499 0.3180 0.207
H -0.8531 2.2454 0.8794 0.206
H -0.4400 2.8541 -0.7236 0.216
```

Results
* structure (SMILES): CC(C)[C@@](C)(N)CN
* gap between HOMO and LUMO: 9.5 eV


Verdict on stability: model 1 comes out at the bottom.


Model 1:
DFT (ωB97M-V with the def2-TZVPD basis set) results for one molecule with the formula C6H16N2.

Geometry as XYZ:
```
24
Properties=species:S:1:pos:R:3:nbo_charge:R:1
C -1.3654 -1.3983 -0.3624 -0.205
N -0.2530 -0.5519 0.0719 -0.649
C 0.7327 -0.2130 -0.9553 -0.225
C 2.1660 -0.2621 -0.4337 -0.423
C 2.7928 1.0873 0.0589 -0.217
N 2.0301 2.2666 -0.3375 -0.853
C -2.7431 -0.9678 0.1616 -0.405
C -2.7113 -0.2329 1.5044 -0.608
H -1.3705 -1.4343 -1.4589 0.173
H -1.1758 -2.4313 -0.0298 0.172
H -0.6080 0.2986 0.4884 0.359
H 0.5079 0.7603 -1.3887 0.198
H 0.6511 -0.9128 -1.7817 0.184
H 2.1511 -0.9389 0.4205 0.219
H 2.8384 -0.6982 -1.1826 0.194
H 2.8023 1.0668 1.1538 0.186
H 3.8139 1.1301 -0.3087 0.171
H 2.3898 2.6538 -1.1998 0.354
H 2.0688 2.9994 0.3612 0.363
H -3.2027 -0.3228 -0.5768 0.194
H -3.3658 -1.8463 0.2841 0.204
H -2.2244 -0.8525 2.2504 0.210
H -3.7166 0.0581 1.8019 0.212
H -2.2082 0.7420 1.4590 0.193
```

Results
* structure (SMILES): CCCNCCCN
* gap between HOMO and LUMO: 9.3 eV


Model 2:
DFT (ωB97M-V with the def2-TZVPD basis set) results for C6H16N2 as an isolated structure.

Geometry as XYZ:
```
24
Properties=species:S:1:pos:R:3:nbo_charge:R:1
C 1.5413 0.7575 0.2753 -0.412
C 1.8116 1.7503 -0.8181 -0.645
C 1.2987 1.3412 1.6378 -0.643
H 2.2781 -0.0473 0.2994 0.162
H -0.1458 0.4106 -0.2100 0.477
H 1.9620 1.2551 -1.7791 0.210
H 2.1428 1.9634 1.9739 0.189
H 0.9786 2.4566 -0.9309 0.192
H 2.7041 2.3595 -0.6058 0.187
H 0.4154 1.9929 1.6424 0.192
H 1.1536 0.5649 2.3932 0.198
C -0.4053 -1.5287 0.8139 -0.442
N -0.3893 -0.6969 -0.3892 -0.323
N 0.2581 -1.1703 -1.5502 -0.662
C -2.2168 -0.6165 -0.9860 -0.145
C -3.2891 -0.6918 -0.2140 -0.505
H -0.2888 -1.9510 -1.9075 0.367
H 1.2097 -1.4304 -1.3088 0.365
H -2.2291 -0.1425 -1.9670 0.187
H -1.0047 -2.4197 0.6240 0.215
H 0.6150 -1.7533 1.1287 0.213
H -0.8745 -0.9668 1.6214 0.223
H -3.2729 -1.1636 0.7663 0.191
H -4.2531 -0.2732 -0.5096 0.208
```

Results
* gap between HOMO and LUMO (alpha / beta): 7.4 / 5.7 eV


Model 3:
DFT (ωB97M-V with the def2-TZVPD basis set) results for one molecule with the formula C6H16N2.

Geometry as XYZ:
```
24
Properties=species:S:1:pos:R:3:nbo_charge:R:1
C -0.2196 -1.5752 2.4688 -0.642
C 0.8065 -0.6471 1.7214 -0.048
C -0.1757 0.5463 1.2048 -0.403
C -0.5510 0.2172 -0.2670 -0.418
C 0.2030 0.7564 -1.4905 -0.212
N -0.2267 0.3048 -2.8623 -0.632
C -1.5444 0.8790 -3.3223 -0.442
N 2.0061 -0.2590 2.4120 -0.844
H -1.2025 -1.6304 1.9579 0.209
H -0.5528 -1.1099 3.5366 0.192
H 0.0451 -2.6864 2.6854 0.208
H 1.1044 -1.3473 0.8899 0.184
H -1.1168 0.4732 1.8853 0.209
H 0.3854 1.4562 1.4433 0.221
H -0.4827 -0.8361 -0.2662 0.190
H -1.6846 0.4824 -0.4608 0.195
H -0.0481 1.8034 -1.4661 0.189
H 1.3581 0.5117 -1.4674 0.195
H -0.2359 -0.7438 -2.9583 0.356
H -2.2736 1.5379 -2.6826 0.189
H -1.3669 1.6505 -4.0660 0.187
H -2.0659 0.0371 -3.7987 0.199
H 2.7425 -0.9928 2.6616 0.368
H 1.8259 0.0151 3.3665 0.350
```

Results
* structure (SMILES): CNCCC[C@H](C)N
* gap between HOMO and LUMO: 9.7 eV


Verdict on stability: model 2 comes out at the bottom.


Model 1:
DFT (ωB97M-V with the def2-TZVPD basis set) results for a 2-piece molecular cluster, C2H7NO2S overall.

Geometry as XYZ:
```
13
Properties=species:S:1:pos:R:3:nbo_charge:R:1
C -0.1888 1.3953 0.5592 -0.506
C -0.6504 -0.7989 -0.3117 -0.501
N -0.1404 0.4994 -0.5299 -0.246
O 2.3623 -1.2334 0.7426 -0.864
O 3.1863 1.0144 0.0531 -0.855
S 2.4011 -0.1670 -0.2358 1.666
H -1.0209 2.0887 0.3875 0.230
H -0.3150 0.9204 1.5399 0.187
H 0.7190 2.0056 0.5553 0.225
H -1.7424 -0.7468 -0.2356 0.215
H -0.3989 -1.4256 -1.1639 0.203
H -0.2872 -1.2613 0.6158 0.218
H 3.0512 -0.7535 -1.4193 0.026
```

Results
* ⟨S²⟩: 2.010
* spin multiplicity: 3
* gap between HOMO and LUMO (alpha / beta): 9.3 / 7.4 eV


Model 2:
DFT (ωB97M-V with the def2-TZVPD basis set) results for a 2-piece molecular cluster, C2H7NO2S overall.

Geometry as XYZ:
```
13
Properties=species:S:1:pos:R:3:nbo_charge:R:1
C -0.1686 0.8572 1.0493 -0.445
C 0.1949 0.5460 -1.2623 -0.434
N -0.5805 0.1604 -0.0914 -0.579
O -0.6949 -2.0334 -1.2172 -0.895
O -1.1136 -2.1556 1.1760 -0.858
S -0.4389 -1.5116 0.0991 1.937
H 0.8098 0.7153 1.4484 0.199
H -0.1273 1.9524 0.7804 0.209
H -0.8744 0.7297 1.8198 0.225
H 0.0743 1.6276 -1.3797 0.213
H 1.2959 0.4942 -1.0225 0.187
H -0.1092 -0.0735 -2.0600 0.250
H 1.7326 -1.3088 0.6600 -0.008
```

Results
* ⟨S²⟩: 2.006
* spin multiplicity: 3
* gap between HOMO and LUMO (alpha / beta): 9.0 / 7.7 eV


Verdict on stability: model 2 comes out at the bottom.


Model 1:
DFT (ωB97M-V with the def2-TZVPD basis set) results for a 2-piece molecular cluster, C4H10N overall.

Geometry as XYZ:
```
15
Properties=species:S:1:pos:R:3:nbo_charge:R:1
C 1.9808 -1.1921 0.3991 0.159
N 1.7751 0.0269 0.7152 -0.593
H 2.8331 -1.6926 0.8550 0.233
H 1.4378 -1.6979 -0.3937 0.236
H 1.1902 0.6099 0.0902 0.469
H 2.0854 0.2757 1.6558 0.450
C -1.8575 -0.2102 0.3007 -0.669
C -0.9085 0.8921 -0.1131 -0.252
C -0.5814 0.9201 -1.4355 -0.377
H -1.3905 -1.1332 -0.0346 0.207
H -1.9851 -0.1973 1.3831 0.228
H -2.8939 -0.1693 -0.0233 0.256
H -0.8025 1.7922 0.4826 0.229
H 0.2232 1.5536 -1.8027 0.206
H -1.1062 0.2221 -2.0789 0.217
```

Results
* net charge: +1
* gap between HOMO and LUMO: 8.0 eV


Model 2:
DFT (ωB97M-V with the def2-TZVPD basis set) results for a 2-piece molecular cluster, C4H10N overall.

Geometry as XYZ:
```
15
Properties=species:S:1:pos:R:3:nbo_charge:R:1
C -2.2610 1.0898 0.5852 -0.342
C -2.1115 -0.0808 -0.0161 -0.453
C 1.5548 0.8307 0.5534 0.139
C 1.5527 -1.1922 -0.8073 -0.480
N 0.9827 -0.2236 0.0367 -0.411
H -2.5516 1.9849 0.1174 0.229
H -1.7354 -1.1252 0.3815 0.199
H -0.0791 -0.4232 0.1795 0.480
H -1.9909 -0.1259 -1.1205 0.205
H -2.0444 1.0591 1.7095 0.207
H 2.5325 1.2597 0.4109 0.240
H 1.0223 1.3640 1.2544 0.211
H 2.6251 -1.1401 -1.1116 0.261
H 1.1730 -1.0475 -1.8291 0.256
H 1.3308 -2.2298 -0.3439 0.260
```

Results
* net charge: +1
* gap between HOMO and LUMO: 9.2 eV


Model 3:
DFT (ωB97M-V with the def2-TZVPD basis set) results for a 2-piece molecular cluster, C4H10N overall.

Geometry as XYZ:
```
15
Properties=species:S:1:pos:R:3:nbo_charge:R:1
C -0.5391 -0.7798 -1.0419 -0.454
C -0.6678 0.4194 -0.1920 -0.244
C 0.5468 -0.3362 -0.1756 0.125
C -0.6594 1.8101 -0.6891 -0.590
N 1.0837 -1.2739 1.5441 -0.845
H -1.2796 -1.4510 -0.7324 0.268
H -0.4211 -0.7287 -2.0619 0.256
H -1.2932 0.2739 0.7832 0.242
H 1.5311 -0.0076 -0.5382 0.250
H 0.1591 1.6506 -1.4907 0.204
H -0.4537 2.4219 0.1830 0.239
H -1.5573 2.0031 -1.1948 0.243
H 1.9937 -1.7837 1.5433 0.442
H 0.3534 -1.9577 1.6612 0.417
H 0.9475 -0.4448 2.2466 0.446
```

Results
* net charge: +1
* gap between HOMO and LUMO: 11.0 eV


Model 4:
DFT (ωB97M-V with the def2-TZVPD basis set) results for a 2-piece molecular cluster, C4H10N overall.

Geometry as XYZ:
```
15
Properties=species:S:1:pos:R:3:nbo_charge:R:1
C -2.7885 -0.6700 0.1030 -0.348
C -0.1174 -0.1229 0.1112 0.157
C 1.0603 -0.6964 0.2918 -0.245
C -0.2630 1.2550 -0.3298 -0.752
N 2.5335 -0.2139 0.1024 -0.741
H -2.8051 -1.7460 -0.0195 0.193
H -3.1202 -0.2238 -0.8101 0.182
H -3.0966 -0.2211 1.0389 0.198
H 1.2196 -1.7562 0.6802 0.223
H 0.3499 1.8692 0.3496 0.225
H -1.2544 1.6712 -0.2632 0.258
H 0.0084 1.3851 -1.4632 0.250
H 2.4724 0.6095 0.7613 0.477
H 2.6700 -0.1539 -0.9564 0.469
H 3.1311 -0.9858 0.4038 0.452
```

Results
* net charge: +1
* gap between HOMO and LUMO (alpha / beta): 7.7 / 9.8 eV


Verdict on stability: model 4 comes out at the bottom.